*A*
Here is a structure of composition C2HBr2NO from OMol25. Energies are from wB97M-V/def2-TZVPD.

```
! RIJCOSX wB97M-V def2-TZVPD def2/J DEFGRID3
* xyz 0 1
C -1.3364 0.7114 0.1501
C 1.2530 -0.2191 -0.3822
N -1.5056 -0.3576 -0.4250
O -1.4692 1.7388 0.6493
Br 2.5773 0.9431 0.5108
Br 1.4279 -1.8460 0.4026
H -0.9470 -0.9706 -0.9056
*
```

As for the molecular weight: 214.84 g/mol.

=====

*B*
Here is a structure of composition C2HBr2NO from OMol25. Energies are from wB97M-V/def2-TZVPD.

```
! RIJCOSX wB97M-V def2-TZVPD def2/J DEFGRID3
* xyz 0 1
C -0.3942 -0.1928 1.5743
C 1.7535 -0.2495 0.8748
N 0.2924 -0.2103 0.5418
O -0.8884 -0.0630 2.6004
Br 2.6176 -1.5851 -0.2084
Br 2.2197 1.5697 0.3887
H 0.0327 -0.2058 -0.3685
*
```

As for the molecular weight: 214.84 g/mol.

=====

Most stable structure, least stable structure: *A*, *B*.

=====

*A*
Here is the molecule C8H7NOS from OMol25. Energies are from wB97M-V/def2-TZVPD.

```
! RIJCOSX wB97M-V def2-TZVPD def2/J DEFGRID3
* xyz 0 1
C 2.9979 1.7086 0.2949
S 2.0215 0.4182 -0.5631
N 0.5360 0.9980 -0.1663
C -0.5305 0.2686 -0.1301
C -0.4495 -1.1554 -0.2963
C -1.4278 -2.1233 -0.2393
C -2.8129 -1.5493 -0.0206
C -2.9190 -0.2295 0.1993
C -1.8861 0.7350 0.0743
C -2.6083 1.8834 0.0055
O -3.3547 2.7718 -0.0832
H 3.8977 1.1723 0.5994
H 2.6035 2.0884 1.1331
H 3.3469 2.5525 -0.3401
H 0.5839 -1.4792 -0.6062
H -1.2713 -3.1551 -0.3756
H -3.5934 -2.2706 -0.1804
H -3.9463 0.1828 0.2590
*
```

As for the molecular weight: 165.22 g/mol. The SMILES is CS/N=C1\C=CC=CC1=C=O.

=====

*B*
Here is a cluster of 2 separate species, C8H7NOS in total from OMol25. Energies are from wB97M-V/def2-TZVPD.

```
! RIJCOSX wB97M-V def2-TZVPD def2/J DEFGRID3
* xyz 0 1
C 0.1933 3.5371 -0.7048
C -0.7807 -1.8701 -0.3186
C 0.3477 -1.7607 0.4224
C -1.6215 -0.7431 -0.4147
C 0.7867 -0.6652 1.1739
C -1.2656 0.4234 0.2884
C -0.1190 0.3730 1.0400
C 1.4651 3.0456 -0.8174
N -0.9455 3.6900 -0.5390
O 2.4724 4.0202 -0.8308
S 1.9289 1.4754 -1.5574
H -1.1480 -2.8149 -0.8636
H 1.1037 -2.6097 0.4438
H -2.6039 -0.6181 -0.8621
H 1.6822 -0.9360 1.6404
H -1.7880 1.3817 0.1322
H 2.0049 4.8341 -0.8802
H 0.9159 0.8217 -0.8709
*
```

As for the molecular weight: 165.22 g/mol.

=====

Most stable structure, least stable structure: *A*, *B*.

=====

*A*
Here is the molecule C5H3F from OMol25. Energies are from wB97M-V/def2-TZVPD.

```
! RIJCOSX wB97M-V def2-TZVPD def2/J DEFGRID3
* xyz 0 1
C 1.8089 -0.0735 -0.1011
C -0.3493 -1.2309 1.2140
C 0.5967 0.6072 -0.1706
C -0.3442 1.5588 -0.4000
C 0.4783 -0.8337 0.1049
F -0.8614 -2.3694 1.0767
H -1.4657 1.3085 -0.3315
H -0.1672 2.5770 -0.5642
H 0.3039 -1.5440 -0.8283
*
```

As for the molecular weight: 82.08 g/mol.

=====

*B*
Here is the molecule C5H3F from OMol25. Energies are from wB97M-V/def2-TZVPD.

```
! RIJCOSX wB97M-V def2-TZVPD def2/J DEFGRID3
* xyz 0 1
C 0.8648 0.1954 -0.4047
C 1.9743 -0.2980 -0.0841
C -1.1933 -0.1166 0.6123
C -0.5143 0.1784 -0.7414
C -0.2480 1.1096 0.4686
F 3.2448 -0.3500 0.2227
H -2.3046 0.0785 0.6493
H -0.8202 -1.0694 1.0123
H -1.0035 0.2721 -1.7350
*
```

As for the molecular weight: 82.08 g/mol.

=====

*C*
Here is a structure of composition C5H3F from OMol25. Energies are from wB97M-V/def2-TZVPD.

```
! RIJCOSX wB97M-V def2-TZVPD def2/J DEFGRID3
* xyz 0 1
C 0.9101 -0.0623 -0.5899
C 2.0285 -0.1423 -0.0705
C -1.1377 -0.1445 0.5359
C -0.4896 0.1485 -0.7284
C -0.3836 1.1445 0.4217
F 3.2964 -0.4471 0.1597
H -2.1682 0.0755 0.4967
H -0.9248 -0.7480 1.3866
H -1.1311 0.1757 -1.6119
*
```

As for the molecular weight: 82.08 g/mol.

=====

Most stable structure, least stable structure: *C*, *A*.

=====

*A*
Here is a cluster of 2 separate species, C2H8S4 in total from OMol25. Energies are from wB97M-V/def2-TZVPD.

```
! RIJCOSX wB97M-V def2-TZVPD def2/J DEFGRID3
* xyz 0 1
C 1.5843 -0.4963 1.3678
S 2.1986 0.9766 0.5751
S 2.0135 0.5586 -1.5255
H 0.7388 -1.0644 0.9019
H 2.3625 -1.2447 1.5164
H 1.2491 -0.1896 2.3908
H 2.3049 1.8638 -1.8665
C -1.7169 -0.5479 -1.3108
S -1.9577 1.1252 -0.6813
S -2.2393 1.2790 1.2998
H -0.6693 -0.9095 -1.2343
H -2.4855 -1.1632 -0.7935
H -2.0751 -0.5143 -2.3121
H -1.3080 0.3266 1.6722
*
```

As for the molecular weight: 160.35 g/mol. The SMILES is CSS.CSS.

=====

*B*
Here is a cluster of 2 separate species, C2H8S4 in total from OMol25. Energies are from wB97M-V/def2-TZVPD.

```
! RIJCOSX wB97M-V def2-TZVPD def2/J DEFGRID3
* xyz 0 1
C 4.1461 -0.8277 1.0188
S 2.6500 -1.5482 0.2737
S 2.1664 -0.1170 -1.1284
H 4.0680 0.1990 1.5785
H 4.9480 -0.7443 0.2196
H 4.5550 -1.7007 1.6449
H 0.7654 -0.1991 -0.8019
C -2.8774 2.4240 0.7117
S -2.0049 0.8710 0.4597
S -3.4324 -0.1352 -0.5013
H -2.3460 3.4192 0.3913
H -3.2842 2.7667 1.8017
H -3.8560 2.4613 0.1666
H -2.5286 -0.9097 -1.0444
*
```

As for the molecular weight: 160.35 g/mol. The SMILES is CSS.CSS.

=====

Most stable structure, least stable structure: *A*, *B*.